1.
The following is a DFT calculation (the ωB97M-V functional and the def2-TZVPD basis) of C13H23F3NO4P2Ru as an isolated structure in a non-equilibrium geometry.

Structure (XYZ):
```
47
Properties=species:S:1:pos:R:3
Ru 0.203 0.287 0.649
P 2.247 -0.734 0.914
C 2.551 -1.199 -0.894
C 1.252 -1.501 -1.630
N 0.122 -0.942 -1.121
C -1.056 -1.161 -1.762
C -1.145 -1.939 -2.919
C 0.025 -2.502 -3.438
C 1.242 -2.281 -2.789
C -2.297 -0.552 -1.122
P -1.874 0.950 -0.051
H 2.158 -2.701 -3.178
H -2.095 -2.106 -3.404
H -0.012 -3.104 -4.334
H -3.028 -0.271 -1.881
H -2.756 -1.312 -0.490
H 3.015 -0.373 -1.375
H 3.241 -2.040 -0.949
H 1.968 4.103 -1.748
O 2.808 3.975 -2.346
H 2.562 4.310 -3.252
H -1.347 5.153 0.305
O -0.962 5.956 -0.175
H -1.411 6.756 0.232
C -2.096 2.341 -1.301
H -3.078 2.286 -1.769
H -2.000 3.308 -0.807
H -1.336 2.268 -2.080
C -3.436 1.115 0.987
H -3.394 2.028 1.581
H -4.318 1.154 0.349
H -3.532 0.263 1.661
C 2.315 -2.417 1.752
H 3.237 -2.937 1.493
H 2.274 -2.297 2.835
H 1.468 -3.026 1.434
C 3.902 0.036 1.370
H 3.928 0.267 2.435
H 4.718 -0.648 1.138
H 4.051 0.957 0.806
F -1.452 -1.698 5.236
C -1.423 -2.086 3.908
F -0.692 -3.253 3.794
F -2.716 -2.312 3.475
C -0.797 -1.021 3.069
O -0.365 0.092 3.617
O -0.669 -1.194 1.773
```

Results
Total charge: +3
Spin multiplicity: 5
E_tot: -1940.831375 hartree
Expectation value of S²: 6.0363
Energy relative to the best compared isomer or geometry (same formula, charge and spin): 59.3 kcal/mol
Gap between HOMO and LUMO (alpha / beta): 4.618 / 2.390 eV
LUMO level (alpha / beta): -13.614 / -15.827 eV

These are the Löwdin partial charges, in e, on atoms 1 to 4:
1. Ru 1.197
2. P 0.914
3. C -0.220
4. C -0.267

2.
The following is a DFT calculation (the ωB97M-V functional and the def2-TZVPD basis) of C5H6N as an isolated structure in a non-equilibrium geometry.

Structure (XYZ):
```
12
Properties=species:S:1:pos:R:3
C 0.488 1.255 -0.944
C 0.481 -1.132 -0.752
C -0.797 -0.872 0.055
C -0.317 0.016 -1.185
C 0.915 0.126 -0.049
N -0.165 -0.175 1.196
H 1.094 1.476 -1.776
H 0.083 2.269 -0.708
H 0.973 -1.988 -1.151
H -1.808 -1.200 0.043
H -0.367 0.723 1.559
H 0.304 -0.845 1.843
```

Results
Total charge: +1
Spin multiplicity: 1
E_tot: -248.385103 hartree
Energy relative to the best compared isomer or geometry (same formula, charge and spin): 144.7 kcal/mol
Gap between HOMO and LUMO: 10.521 eV
LUMO level: -4.222 eV

These are the Löwdin partial charges, in e, on atoms 1 to 4:
1. C 0.019
2. C -0.026
3. C -0.079
4. C -0.005

3.
The following is a DFT calculation (the ωB97M-V functional and the def2-TZVPD basis) of an isolated ion of composition C3H2IN2 and charge +1 in a non-equilibrium geometry.

Structure (XYZ):
```
8
Properties=species:S:1:pos:R:3
I 0.536 -2.377 0.166
C 0.900 -0.340 0.660
N 0.176 0.431 1.352
C -1.060 0.634 1.256
N -2.261 1.235 1.245
C -1.812 0.700 0.116
H 1.891 -0.232 0.342
H -1.747 0.375 -0.913
```

Results
Total charge: +1
Spin multiplicity: 1
E_tot: -522.265250 hartree
Energy relative to the best compared isomer or geometry (same formula, charge and spin): 31.3 kcal/mol
Gap between HOMO and LUMO: 8.722 eV
Structure (SMILES): I/C=N\C1=[N+]=C1
LUMO level: -6.177 eV

These are the Löwdin partial charges, in e, on atoms 1 to 4:
1. I 0.959
2. C -0.496
3. N 0.123
4. C -0.286

4.
The following is a DFT calculation (the ωB97M-V functional and the def2-TZVPD basis) of C45H32BrCsF3N5O5 as an isolated structure in a non-equilibrium geometry.

Structure (XYZ):
```
92
Properties=species:S:1:pos:R:3
Cs -2.108 -1.166 -1.456
C 6.840 -1.542 10.931
O 5.494 -1.111 10.880
C 4.900 -1.062 9.655
C 5.531 -1.406 8.469
C 4.817 -1.316 7.272
C 3.505 -0.894 7.236
C 2.890 -0.552 8.439
C 3.574 -0.634 9.635
C 2.728 -0.792 5.975
N 1.480 -0.419 5.900
C 1.172 -0.481 4.549
C 2.248 -0.893 3.827
N 3.255 -1.088 4.752
C 2.234 -1.073 2.395
C 3.309 -1.510 1.617
C 3.138 -1.658 0.262
C 1.880 -1.371 -0.284
N 0.858 -0.952 0.433
C 1.022 -0.793 1.753
C -0.157 -0.317 2.517
N -1.263 -0.052 1.812
C -2.336 0.345 2.461
C -2.364 0.520 3.854
C -1.229 0.262 4.579
C -0.084 -0.170 3.903
H 7.127 -1.514 11.978
H 7.493 -0.878 10.360
H 6.947 -2.562 10.553
H 6.557 -1.741 8.450
H 5.332 -1.593 6.359
H 1.859 -0.220 8.415
H 3.095 -0.369 10.569
H 4.193 -1.386 4.560
H 4.269 -1.734 2.072
H 3.943 -1.994 -0.379
H 1.702 -1.486 -1.349
H -3.218 0.516 1.852
H -3.277 0.849 4.335
H -1.198 0.381 5.655
Br -4.818 2.474 -1.785
C -5.617 0.753 -1.567
C -6.899 0.528 -2.049
C -7.413 -0.747 -1.887
C -6.655 -1.722 -1.261
C -5.389 -1.388 -0.801
N -4.881 -0.152 -0.965
C -4.531 -2.448 -0.071
O -4.966 -3.612 -0.168
O -3.509 -2.011 0.499
H -7.451 1.318 -2.535
H -8.405 -0.984 -2.257
H -6.984 -2.741 -1.123
F 1.400 9.205 -3.849
C 1.353 8.935 -2.514
F 2.593 9.232 -2.044
F 0.507 9.856 -1.987
C 0.945 7.540 -2.203
C -0.393 7.217 -1.997
C -0.774 5.909 -1.763
C 0.160 4.848 -1.725
C 1.510 5.211 -1.942
C 1.891 6.519 -2.174
C -0.230 3.512 -1.481
C -0.587 2.334 -1.264
H -1.145 7.997 -2.014
H -1.816 5.665 -1.596
H 2.250 4.422 -1.915
H 2.938 6.751 -2.329
C -0.825 -3.421 -9.889
C -1.041 -3.062 -8.439
C -2.256 -3.293 -7.808
C -2.469 -2.943 -6.475
C -3.807 -3.194 -5.827
C -1.429 -2.372 -5.746
C -0.195 -2.130 -6.361
C 0.933 -1.496 -5.587
C -0.023 -2.470 -7.698
C -1.604 -2.025 -4.272
O -0.957 -2.753 -3.477
O -2.348 -1.056 -3.991
H -1.630 -4.057 -10.263
H 0.116 -3.959 -10.030
H -0.787 -2.532 -10.526
H -3.066 -3.758 -8.366
H -4.509 -3.623 -6.545
H -4.223 -2.272 -5.422
H -3.714 -3.888 -4.988
H 1.183 -2.099 -4.714
H 0.650 -0.509 -5.213
H 1.817 -1.379 -6.217
H 0.936 -2.272 -8.173
```

Results
Total charge: -2
Spin multiplicity: 1
E_tot: -5277.859465 hartree
Energy relative to the best compared isomer or geometry (same formula, charge and spin): 19.1 kcal/mol
Gap between HOMO and LUMO: 5.132 eV
LUMO level: 2.717 eV

These are the Löwdin partial charges, in e, on atoms 1 to 4:
1. Cs 1.366
2. C -0.094
3. O -0.088
4. C -0.293

5.
The following is a DFT calculation (the ωB97M-V functional and the def2-TZVPD basis) of C41H35ClIrOPSi as an isolated structure in a non-equilibrium geometry.

Structure (XYZ):
```
81
Properties=species:S:1:pos:R:3
C -0.560 -2.107 0.993
C -0.686 -2.473 -0.384
C 0.642 -2.873 -0.841
H -1.636 -2.519 -0.896
C 1.558 -2.682 0.246
C 0.832 -2.198 1.359
H 1.260 -1.931 2.320
H -1.362 -1.838 1.669
H 0.868 -3.348 -1.795
H 2.625 -2.886 0.234
Ir 0.482 -0.721 -0.481
Cl 2.108 0.839 -0.652
P 0.358 -0.557 -2.699
C 1.476 -1.669 -3.696
C 1.019 -2.283 -4.876
H -0.039 -2.278 -5.129
C 1.915 -2.881 -5.767
H 1.540 -3.288 -6.708
C 3.279 -2.924 -5.471
H 3.981 -3.371 -6.179
C 3.737 -2.351 -4.280
H 4.802 -2.350 -4.053
C 2.845 -1.735 -3.389
H 3.208 -1.281 -2.464
C -1.243 -1.005 -3.523
C -1.840 -2.264 -3.335
H -1.353 -3.013 -2.706
C -3.047 -2.582 -3.971
H -3.534 -3.525 -3.734
C -3.578 -1.720 -4.932
H -4.483 -2.001 -5.475
C -2.920 -0.525 -5.223
H -3.264 0.113 -6.038
C -1.793 -0.144 -4.490
H -1.323 0.814 -4.703
C 0.727 1.038 -3.519
C 1.372 1.077 -4.761
H 1.804 0.173 -5.185
C 1.452 2.273 -5.483
H 1.907 2.266 -6.475
C 0.940 3.452 -4.942
H 0.990 4.385 -5.507
C 0.349 3.428 -3.673
H -0.050 4.340 -3.235
C 0.243 2.233 -2.958
H -0.199 2.207 -1.962
O -0.077 0.522 1.339
Si -0.236 0.877 2.886
C -2.040 1.115 3.400
C -2.384 1.359 4.737
C -3.731 1.478 5.115
C -4.739 1.309 4.167
C -4.397 1.057 2.830
C -3.050 0.987 2.441
C 0.260 -0.375 4.255
C 1.439 -0.201 4.989
C 1.745 -1.051 6.066
C 0.897 -2.113 6.389
C -0.277 -2.299 5.658
C -0.597 -1.434 4.601
C 0.719 2.414 3.388
C 2.032 2.562 2.922
C 2.808 3.665 3.305
C 2.252 4.653 4.128
C 0.932 4.519 4.572
C 0.159 3.411 4.182
H -1.601 1.453 5.500
H -3.978 1.701 6.152
H -5.787 1.380 4.454
H -5.180 0.923 2.077
H -2.770 0.824 1.400
H 2.121 0.606 4.722
H 2.658 -0.877 6.639
H 1.153 -2.794 7.200
H -0.955 -3.119 5.898
H -1.530 -1.587 4.052
H 2.446 1.826 2.228
H 3.842 3.747 2.958
H 2.840 5.528 4.402
H 0.495 5.279 5.230
H -0.882 3.340 4.492
```

Results
Total charge: +1
Spin multiplicity: 6
E_tot: -2853.571479 hartree
Expectation value of S²: 8.7827
Gap between HOMO and LUMO (alpha / beta): 5.406 / 3.602 eV
LUMO level (alpha / beta): -2.339 / -7.529 eV

These are the Löwdin partial charges, in e, on atoms 1 to 4:
1. C -0.180
2. C -0.281
3. C -0.256
4. H 0.091

6.
The following is a DFT calculation (the ωB97M-V functional and the def2-TZVPD basis) of a 9-piece molecular cluster, C27H63N9O9 overall in a non-equilibrium geometry.

Structure (XYZ):
```
108
Properties=species:S:1:pos:R:3
C 2.307 1.001 0.505
N 0.873 0.984 0.333
C 0.150 -0.119 0.060
C -1.316 0.105 -0.233
O 0.562 -1.285 0.124
H 2.734 0.930 1.541
H 2.903 1.731 0.103
H 2.851 0.221 -0.028
H 0.681 1.849 0.251
H -2.122 -0.424 0.384
H -1.400 -0.176 -1.128
H -1.512 1.163 -0.044
C -1.917 -0.070 -5.634
N -0.696 -0.340 -4.966
C 0.247 0.471 -4.591
C 1.407 -0.034 -3.804
O 0.107 1.671 -4.888
H -1.738 -0.226 -6.784
H -2.231 1.031 -5.568
H -2.718 -0.476 -5.026
H -0.629 -1.373 -4.761
H 1.682 -0.938 -3.998
H 1.533 0.216 -2.648
H 2.240 0.423 -4.347
C -5.064 -2.745 -4.667
N -5.022 -2.968 -3.269
C -4.092 -2.543 -2.538
C -4.290 -2.769 -1.012
O -2.990 -2.178 -3.004
H -4.483 -1.939 -4.949
H -6.088 -2.587 -5.086
H -4.632 -3.677 -5.170
H -5.912 -3.369 -2.989
H -5.313 -2.830 -0.706
H -3.832 -2.002 -0.454
H -3.511 -3.663 -0.666
C 2.096 -1.148 3.711
N 0.841 -1.321 3.134
C -0.316 -1.891 3.683
C -1.593 -2.059 2.788
O -0.280 -2.316 4.856
H 2.444 -2.176 4.187
H 2.126 -0.293 4.395
H 2.999 -0.781 2.998
H 0.826 -1.055 2.127
H -2.182 -1.193 2.703
H -2.196 -2.805 3.335
H -1.292 -2.086 1.816
C -0.749 1.989 4.276
N -1.422 3.206 4.162
C -1.763 3.815 2.999
C -2.433 5.089 3.024
O -1.504 3.289 1.945
H 0.257 2.112 4.055
H -1.000 1.121 3.502
H -0.760 1.646 5.456
H -1.719 4.002 5.014
H -3.184 5.185 2.132
H -1.601 6.014 2.931
H -2.916 5.100 3.803
C 3.317 -2.897 -0.150
N 4.224 -4.070 -0.477
C 3.881 -5.365 -0.540
C 5.037 -6.389 -0.757
O 2.674 -5.802 -0.385
H 3.167 -2.222 -1.076
H 3.827 -2.043 0.636
H 2.664 -3.306 0.546
H 5.104 -3.854 -0.829
H 5.164 -6.677 -1.875
H 5.032 -7.344 -0.469
H 5.932 -5.803 -0.490
C -0.462 3.256 -1.795
N 0.062 3.687 -0.530
C 1.243 4.316 -0.257
C 1.391 4.813 1.180
O 2.087 4.603 -1.136
H -0.093 2.485 -2.197
H -0.259 4.173 -2.474
H -1.425 2.992 -1.893
H -0.472 3.686 0.239
H 2.168 5.442 0.889
H 1.581 4.061 1.989
H 0.584 5.254 1.583
C 8.387 0.755 1.594
N 7.467 1.007 0.449
C 6.276 0.582 0.148
C 5.635 1.096 -1.176
O 5.707 -0.208 0.882
H 9.516 0.860 1.194
H 7.952 -0.111 1.985
H 8.086 1.532 2.309
H 7.805 1.799 -0.175
H 6.297 1.589 -1.836
H 4.879 1.811 -0.817
H 5.165 0.422 -1.969
C -7.142 -0.204 -0.453
N -6.593 -0.297 0.930
C -5.412 0.118 1.398
C -5.188 0.075 2.834
O -4.607 0.507 0.615
H -6.577 0.761 -0.820
H -8.180 -0.050 -0.434
H -7.214 -1.110 -1.040
H -7.152 -0.699 1.617
H -5.599 -0.858 3.345
H -5.313 1.013 3.347
H -4.068 0.105 2.965
```

Results
Spin multiplicity: 1
E_tot: -2236.193718 hartree
Energy relative to the best compared isomer or geometry (same formula, charge and spin): 340.5 kcal/mol
Gap between HOMO and LUMO: 8.982 eV
Structure (SMILES): CNC(C)=O.CNC(C)=O.CNC(C)=O.CNC(C)=O.CNC(C)=O.CNC(C)=O.CNC(C)=O.CNC(C)=O.CNC(C)=O
LUMO level: 0.276 eV

These are the Löwdin partial charges, in e, on atoms 1 to 4:
1. C -0.057
2. N 0.099
3. C -0.499
4. C 0.048

7.
The following is a DFT calculation (the ωB97M-V functional and the def2-TZVPD basis) of a 5-piece molecular cluster, C41H48ClN4O17PS2 overall in a non-equilibrium geometry.

Structure (XYZ):
```
114
Properties=species:S:1:pos:R:3
C 0.331 1.699 4.646
C 0.218 2.187 3.559
C 0.144 2.794 2.236
C 0.452 1.827 1.034
C 1.350 2.610 0.065
C 2.769 2.972 0.486
O 3.488 3.481 -0.305
Cl 3.362 2.694 2.114
O 1.157 0.723 1.631
S 1.709 -0.459 0.711
O 2.846 0.069 0.009
O 1.996 -1.511 1.622
C 0.413 -0.921 -0.526
C -0.469 -2.107 -0.100
C 0.215 -3.381 0.402
C 1.243 -4.004 -0.533
O 2.511 -3.380 -0.532
C 3.381 -3.927 0.437
O 0.907 -1.363 -1.763
C 1.912 -0.659 -2.483
C 1.711 -0.892 -3.992
C -0.472 0.350 -0.818
S -1.926 -0.057 -1.850
C -0.863 1.315 0.348
C -1.525 2.566 -0.343
C -3.051 2.686 -0.381
P -2.003 0.665 1.648
O -2.576 1.740 2.467
O -3.164 -0.247 1.032
O -1.241 -0.387 2.568
H 0.564 1.492 5.660
H -0.829 3.258 2.105
H 0.877 3.601 2.251
H 0.900 3.562 -0.208
H 1.519 2.091 -0.873
H -0.989 -2.423 -0.999
H -1.243 -1.823 0.603
H 0.583 -3.313 1.422
H -0.585 -4.127 0.468
H 0.879 -4.014 -1.561
H 1.365 -5.057 -0.251
H 2.929 -3.860 1.430
H 4.274 -3.309 0.467
H 3.626 -4.963 0.192
H 1.986 0.408 -2.282
H 2.885 -1.074 -2.234
H 2.496 -1.559 -4.341
H 0.779 -1.438 -4.134
H 1.732 0.030 -4.564
H 0.107 0.979 -1.488
H -1.354 -0.926 -2.689
H -1.171 3.486 0.113
H -1.195 2.610 -1.380
H -3.281 3.593 -0.942
H -3.506 2.816 0.596
H -3.554 1.888 -0.926
H -3.594 0.157 0.268
H -1.786 -1.173 2.706
O -3.252 -6.716 1.269
N -3.315 -5.555 1.617
O -3.425 -4.610 0.861
C -3.252 -5.261 3.054
C -3.087 -6.296 3.956
C -3.011 -5.993 5.307
C -3.103 -4.675 5.738
C -3.281 -3.655 4.814
C -3.354 -3.945 3.462
H -3.016 -7.317 3.613
H -2.874 -6.789 6.026
H -3.041 -4.442 6.786
H -3.359 -2.629 5.148
H -3.495 -3.154 2.739
O 5.193 1.904 -7.505
N 4.579 1.906 -6.460
O 3.365 1.915 -6.371
C 5.341 1.897 -5.203
C 6.722 1.911 -5.242
C 7.417 1.922 -4.043
C 6.728 1.915 -2.836
C 5.339 1.892 -2.820
C 4.638 1.885 -4.014
H 7.247 1.915 -6.185
H 8.498 1.938 -4.051
H 7.275 1.927 -1.903
H 4.806 1.883 -1.880
H 3.559 1.869 -4.007
O -3.423 3.746 -6.794
N -2.295 3.336 -6.612
O -1.838 3.034 -5.528
C -1.418 3.198 -7.788
C -1.899 3.567 -9.031
C -1.061 3.453 -10.128
C 0.234 2.973 -9.971
C 0.693 2.601 -8.715
C -0.137 2.713 -7.612
H -2.906 3.939 -9.143
H -1.418 3.742 -11.107
H 0.887 2.891 -10.829
H 1.699 2.225 -8.586
H 0.216 2.428 -6.632
O -2.374 -2.696 7.954
N -3.360 -2.009 8.149
O -4.500 -2.389 7.986
C -3.151 -0.626 8.600
C -1.858 -0.161 8.753
C -1.667 1.150 9.157
C -2.761 1.970 9.403
C -4.051 1.480 9.250
C -4.254 0.171 8.845
H -1.014 -0.806 8.559
H -0.663 1.534 9.277
H -2.607 2.994 9.713
H -4.901 2.119 9.444
H -5.253 -0.218 8.720
```

Results
Spin multiplicity: 1
E_tot: -4686.757595 hartree
Gap between HOMO and LUMO: 8.701 eV
Structure (SMILES): C#CC[C@@]1(CC(=O)Cl)OS(=O)(=O)[C@](CCCOC)(OCC)[C@@H](S)[C@@]1(CC)P(=O)(O)O.O=[N+]([O-])c1ccccc1.O=[N+]([O-])c1ccccc1.O=[N+]([O-])c1ccccc1.O=[N+]([O-])c1ccccc1
LUMO level: -0.771 eV

These are the Löwdin partial charges, in e, on atoms 1 to 4:
1. C 0.140
2. C -0.143
3. C -0.138
4. C -0.415